{"formula": "C5H9NO", "method": "the ωB97M-V functional and the def2-TZVPD basis", "smiles": "CN(C)CC=C=O", "relative_energy_ev": 2.7447, "e_lumo_ev": 0.91, "charge": 0, "homo_lumo_gap_ev": 9.124, "fmax_ha_per_bohr": 0.0197, "e_tot_ev": -8866.4679, "species": ["C", "N", "C", "C", "C", "C", "O", "H", "H", "H", "H", "H", "H", "H", "H", "H"], "coordinates": [[0.9004, -1.0531, 0.6719], [-0.2240, -0.4147, 0.0122], [-1.6097, -0.6424, 0.3292], [0.1355, 0.2078, -1.2438], [0.9240, 1.4169, -0.7785], [0.5229, 1.7207, 0.4494], [0.1916, 1.9984, 1.5373], [0.5847, -1.6819, 1.5010], [1.6188, -0.3268, 1.0832], [1.4782, -1.6640, -0.0362], [-1.7389, -0.7256, 1.4130], [-2.2079, 0.2273, 0.0158], [-2.0507, -1.5330, -0.1450], [-0.7741, 0.4977, -1.7892], [0.6828, -0.4923, -1.8976], [1.7081, 1.9712, -1.2743]]}